# 1
78
Properties=species:S:1:pos:R:3 method="wB97M-V/def2-TZVPD" e_homo_ha=-0.11187 de_lowest_ev=0.703 homo_lumo_gap_ev=5.80 total_charge=-1
Pd 0.90 0.75 -1.68
N 1.78 -2.08 -3.55
C 0.41 -2.17 -3.57
C -0.21 -3.29 -4.16
C -1.58 -3.36 -4.16
C -2.32 -2.33 -3.59
C -1.63 -1.28 -3.02
N -0.30 -1.20 -3.00
C 2.45 -0.84 -3.26
C 2.99 -0.10 -4.29
C 3.66 1.08 -3.98
C 3.70 1.48 -2.67
C 3.13 0.66 -1.67
N 2.59 -0.57 -1.93
H 2.23 -2.62 -4.27
H 0.40 -4.08 -4.60
H -2.07 -4.21 -4.61
H -3.40 -2.34 -3.58
H -2.14 -0.43 -2.57
H 2.85 -0.42 -5.31
H 4.08 1.69 -4.77
H 4.17 2.41 -2.37
H 3.36 0.85 -0.63
C 2.21 1.81 4.20
C 1.88 2.86 3.16
C 0.74 2.39 2.25
C 0.72 0.86 2.07
C 2.16 0.36 2.12
C 2.75 0.54 3.52
P -0.09 0.39 0.46
C -0.53 -1.40 0.72
C 0.57 -2.32 0.17
C 0.22 -3.77 0.46
C 0.26 -4.05 1.97
C 0.05 -2.77 2.78
C -0.99 -1.88 2.12
C -1.77 1.17 0.53
C -2.65 0.96 1.78
C -3.78 1.99 1.85
C -4.29 2.31 0.45
C -3.19 3.01 -0.37
C -1.79 2.65 0.14
H 1.31 1.58 4.77
H 2.94 2.18 4.93
H 2.77 3.07 2.56
H 1.61 3.81 3.63
H 0.83 2.87 1.27
H -0.22 2.71 2.66
H 0.18 0.42 2.92
H 2.74 0.93 1.39
H 2.25 -0.68 1.81
H 3.84 0.59 3.45
H 2.52 -0.33 4.14
H -1.37 -1.52 0.02
H 1.55 -2.10 0.62
H 0.71 -2.13 -0.89
H 0.89 -4.44 -0.08
H -0.78 -3.97 0.06
H 1.22 -4.51 2.24
H -0.51 -4.78 2.24
H 0.99 -2.22 2.85
H -0.24 -3.00 3.80
H -1.23 -1.03 2.77
H -1.93 -2.44 2.02
H -2.24 0.64 -0.31
H -2.04 1.02 2.70
H -3.08 -0.04 1.76
H -3.42 2.92 2.31
H -4.58 1.63 2.51
H -5.19 2.92 0.49
H -4.58 1.37 -0.03
H -3.33 4.09 -0.33
H -3.27 2.74 -1.42
H -1.54 3.26 1.01
H -1.05 2.86 -0.64
O -1.80 3.95 -3.94
S -1.24 2.59 -3.74
N -0.23 2.34 -2.70


# 2
91
Properties=species:S:1:pos:R:3 method="wB97M-V/def2-TZVPD" e_homo_ha=-0.38566 de_lowest_ev=2.998 homo_lumo_gap_ev=10.69 smiles="C[C@H]1COC(=O)O1.C[C@H]1COC(=O)O1.C[C@H]1COC(=O)O1.C[C@H]1COC(=O)O1.C[C@H]1COC(=O)O1.C[C@H]1COC(=O)O1.C[C@H]1COC(=O)O1"
C -0.14 -0.89 1.51
C -0.24 0.65 1.58
C 1.08 1.27 1.97
O 1.34 2.17 0.92
C 0.60 1.86 -0.12
O 0.82 2.19 -1.26
O -0.39 1.10 0.25
H -0.89 -1.34 0.87
H -0.25 -1.37 2.48
H 0.82 -1.27 1.15
H -1.07 1.00 2.19
H 1.89 0.54 2.07
H 0.88 1.77 2.91
C -3.75 1.29 6.99
C -2.28 0.96 6.84
C -1.87 0.30 5.50
O -1.07 1.27 4.90
C -1.00 2.40 5.70
O -0.25 3.37 5.45
O -1.77 2.28 6.79
H -4.28 1.66 6.12
H -3.99 1.99 7.79
H -4.30 0.39 7.26
H -1.77 0.59 7.73
H -2.81 0.29 4.94
H -1.37 -0.66 5.58
C 3.09 -6.02 -0.94
C 2.60 -4.60 -1.11
C 2.19 -4.25 -2.53
O 0.93 -3.69 -2.37
C 0.51 -3.83 -1.12
O -0.53 -3.34 -0.74
O 1.39 -4.43 -0.37
H 4.00 -6.19 -1.50
H 2.30 -6.72 -1.22
H 3.39 -6.27 0.08
H 3.36 -3.87 -0.81
H 2.16 -5.10 -3.21
H 2.86 -3.57 -3.04
C 4.93 1.41 -2.65
C 3.75 0.80 -1.90
C 3.05 -0.32 -2.60
O 2.66 -1.21 -1.67
C 3.39 -0.98 -0.63
O 3.47 -1.80 0.31
O 4.22 0.08 -0.82
H 4.73 2.22 -3.34
H 5.47 0.60 -3.14
H 5.58 2.00 -2.00
H 3.06 1.53 -1.48
H 3.66 -0.91 -3.28
H 2.20 0.13 -3.12
C 1.92 4.33 -6.19
C 1.67 4.92 -4.76
C 1.57 3.86 -3.66
O 2.69 4.09 -2.84
C 3.49 5.06 -3.32
O 4.51 5.52 -2.76
O 2.90 5.58 -4.49
H 1.66 5.10 -6.92
H 1.20 3.57 -6.49
H 2.92 3.93 -6.36
H 0.84 5.62 -4.68
H 1.74 2.86 -4.07
H 0.57 3.92 -3.23
C -1.53 -0.81 -2.43
C -2.40 0.10 -3.27
C -2.81 1.31 -2.49
O -2.34 2.36 -3.28
C -1.67 1.94 -4.38
O -1.05 2.62 -5.16
O -1.66 0.63 -4.35
H -2.16 -1.03 -1.57
H -0.64 -0.37 -1.99
H -1.19 -1.70 -2.97
H -3.30 -0.39 -3.63
H -2.53 1.32 -1.44
H -3.90 1.32 -2.37
C -3.08 -2.70 2.25
C -4.24 -2.87 3.24
C -3.86 -2.65 4.70
O -4.73 -1.68 5.16
C -5.53 -1.28 4.22
O -6.41 -0.51 4.40
O -5.28 -1.88 3.03
H -2.69 -1.70 2.45
H -3.48 -2.80 1.24
H -2.17 -3.31 2.31
H -4.57 -3.91 3.20
H -2.85 -2.25 4.81
H -3.99 -3.62 5.17


# 3
98
Properties=species:S:1:pos:R:3 method="wB97M-V/def2-TZVPD" e_homo_ha=-0.37323 de_lowest_ev=0.130 homo_lumo_gap_ev=8.81
Rb 0.27 2.70 1.53
Rb 2.23 -2.81 -1.29
S 0.37 -0.30 -0.01
O 0.70 -1.56 0.70
O 1.51 0.64 0.16
O 0.19 -0.58 -1.43
O -0.84 0.27 0.61
C -3.36 2.66 3.70
C -3.39 2.07 2.30
C -4.77 2.03 1.66
O -4.49 2.26 0.29
C -3.35 2.99 0.20
O -2.93 3.49 -0.77
O -2.72 2.99 1.42
H -3.92 3.60 3.71
H -2.35 2.81 4.07
H -3.91 2.06 4.43
H -3.00 1.05 2.23
H -5.40 2.85 2.03
H -5.28 1.08 1.86
C 3.85 2.44 -1.92
C 3.54 3.79 -1.31
C 4.45 4.23 -0.13
O 4.93 5.50 -0.53
C 4.46 5.81 -1.76
O 4.64 6.87 -2.28
O 3.75 4.81 -2.28
H 4.90 2.16 -1.99
H 3.47 2.40 -2.94
H 3.40 1.63 -1.34
H 2.51 3.74 -0.93
H 5.26 3.50 -0.08
H 3.89 4.31 0.80
C -1.23 -1.09 4.24
C -0.27 -2.23 3.94
C 1.17 -1.75 3.78
O 1.91 -2.58 4.67
C 1.08 -3.33 5.41
O 1.42 -4.12 6.23
O -0.20 -3.10 5.08
H -2.26 -1.45 4.15
H -1.08 -0.26 3.55
H -1.11 -0.72 5.26
H -0.60 -2.79 3.07
H 1.27 -0.69 4.04
H 1.51 -1.93 2.76
C -2.07 -3.60 0.22
C -2.43 -2.25 0.82
C -3.32 -1.38 -0.06
O -4.35 -0.91 0.82
C -4.22 -1.51 2.01
O -4.91 -1.30 2.96
O -3.24 -2.43 2.00
H -1.39 -3.39 -0.62
H -2.96 -4.12 -0.14
H -1.61 -4.20 1.00
H -1.49 -1.75 1.06
H -3.79 -1.95 -0.87
H -2.73 -0.54 -0.43
C 4.57 1.39 2.32
C 4.20 -0.03 2.67
C 4.11 -0.96 1.46
O 4.63 -2.19 1.96
C 5.34 -1.97 3.08
O 5.98 -2.77 3.67
O 5.25 -0.66 3.42
H 3.74 1.82 1.75
H 5.41 1.40 1.62
H 4.87 2.01 3.16
H 3.34 -0.06 3.34
H 4.74 -0.56 0.66
H 3.10 -1.16 1.10
C 1.45 0.24 -4.23
C 0.18 1.01 -3.95
C 0.16 2.03 -2.79
O -0.15 3.27 -3.40
C -0.37 3.12 -4.72
O -0.67 3.99 -5.46
O -0.11 1.85 -5.08
H 2.32 0.88 -4.41
H 1.28 -0.37 -5.12
H 1.68 -0.39 -3.37
H -0.68 0.35 -3.87
H 1.11 2.08 -2.24
H -0.57 1.76 -2.03
C -1.40 -2.63 -3.74
C -2.55 -3.60 -3.85
C -3.97 -2.99 -3.81
O -4.55 -3.33 -5.05
C -3.66 -4.03 -5.80
O -3.92 -4.49 -6.87
O -2.51 -4.21 -5.15
H -0.45 -3.17 -3.81
H -1.38 -2.07 -2.80
H -1.38 -1.92 -4.57
H -2.41 -4.41 -3.13
H -3.93 -1.92 -3.59
H -4.52 -3.45 -2.99


# 4
84
Properties=species:S:1:pos:R:3 method="wB97M-V/def2-TZVPD" e_homo_ha="-0.35451 / -0.34878" homo_lumo_gap_ev="3.65 / 3.20" total_charge=+1 multiplicity=3
Au 0.04 2.62 -0.75
C 1.23 0.36 4.33
C 2.33 0.96 3.66
C 0.53 2.38 3.47
C 0.12 1.24 4.23
C 1.90 2.23 3.16
C 1.28 -0.85 5.18
H 2.18 -1.43 4.97
H 0.39 -1.47 5.04
H 1.32 -0.54 6.23
C -1.20 1.14 4.88
H -1.23 0.27 5.55
H -2.01 1.02 4.16
H -1.41 2.03 5.48
C -0.32 3.54 3.17
H -0.23 4.38 3.86
H -1.38 3.24 3.18
H -0.09 3.89 2.15
C 2.79 3.25 2.54
H 3.27 3.94 3.28
H 2.22 3.88 1.84
H 3.60 2.75 2.01
C 3.71 0.45 3.59
H 4.38 0.95 4.32
H 4.14 0.62 2.59
H 3.76 -0.63 3.81
C -0.32 -1.60 0.92
C 0.78 -1.91 1.62
C 2.19 -2.08 1.17
C 2.44 -1.53 -0.24
C 2.18 -0.07 -0.34
C 1.08 0.52 -0.84
C -0.18 -0.18 -1.28
C -0.50 -1.52 -0.56
H 2.46 -3.14 1.23
H 1.88 -2.10 -1.00
H 2.82 -1.56 1.90
H -0.01 -2.38 -1.05
H -1.24 -1.46 1.51
H 0.59 -2.23 2.66
H -1.58 -1.69 -0.69
H -1.05 0.50 -1.11
H 1.32 1.59 -1.31
H -0.19 -0.38 -2.36
H 3.50 -1.67 -0.47
H 3.00 0.60 -0.05
P -0.53 -0.25 -5.05
P -0.36 2.39 -6.37
C -0.66 -0.34 -6.91
C -1.03 1.03 -7.47
H -1.43 -1.09 -7.17
H 0.30 -0.68 -7.31
H -0.63 1.18 -8.48
H -2.12 1.16 -7.49
C -1.15 3.77 -7.30
H -0.75 4.72 -6.92
H -2.23 3.74 -7.11
H -0.95 3.67 -8.38
C 1.31 2.47 -7.15
H 1.22 2.44 -8.25
H 1.93 1.64 -6.80
H 1.79 3.41 -6.84
C -2.06 -1.21 -4.68
H -2.11 -1.44 -3.61
H -2.07 -2.14 -5.26
H -2.93 -0.60 -4.95
C 0.74 -1.56 -4.85
H 1.70 -1.18 -5.21
H 0.46 -2.46 -5.42
H 0.85 -1.82 -3.79
F -1.78 -3.88 2.30
C -2.10 -3.73 3.62
F -3.14 -4.58 3.87
F -1.03 -4.15 4.33
C -2.43 -2.19 3.97
O -1.43 -1.43 3.70
C -3.73 -1.69 3.13
F -4.89 -2.32 3.48
F -3.91 -0.35 3.30
F -3.55 -1.88 1.79
C -2.86 -2.16 5.55
F -3.77 -3.13 5.86
F -1.76 -2.34 6.33
F -3.40 -0.96 5.87


| no. | calculated total energy (eV) |
| --- | --- |
| 1 | -61330.9394 |
| 2 | -72714.1088 |
| 3 | -93055.7257 |
| 4 | -78494.5623 |